Below is an isolated ion of composition C5H10Cl3N2S and charge +1 at a distorted geometry, with properties calculated with ωB97M-V/def2-TZVPD.

The calculation puts the orbital gap (alpha / beta) at 6.07 / 8.82 eV. The value obtained for the energy relative to the best compared isomer or geometry (same formula, charge and spin) is 95.0 kJ/mol. The calculation puts the HOMO energy (alpha / beta) at -11.74 / -13.18 eV. For the largest force on an atom, the calculation gives 4.9 eV/Å. As for the charge: +1. Its energy is -2084.3696 a.u.

```
21
Properties=species:S:1:pos:R:3:forces:R:3:nbo_charge:R:1
C -1.714 1.093 -0.347 -0.49 -1.54 4.64 -0.259
C -0.603 1.872 0.484 -3.56 -1.45 -0.04 -0.230
C 1.103 0.251 0.560 1.48 -0.98 0.62 -0.026
C -1.265 -2.933 -0.465 -0.21 0.68 -1.44 -0.795
C 2.407 -0.235 0.087 1.30 -0.54 -0.77 -0.126
N -1.318 -0.279 -0.577 1.08 -0.64 -0.44 -0.661
N 0.675 1.519 0.023 4.60 1.69 0.17 -0.582
S -2.114 -1.500 0.150 -0.51 1.68 -0.01 0.695
Cl 2.635 -0.028 -1.681 -0.32 -0.24 0.48 0.041
Cl 3.916 0.680 0.828 -1.66 -0.68 -0.24 -0.019
Cl 2.450 -1.966 0.584 0.37 0.87 -0.35 0.073
H -2.589 1.059 0.366 0.49 0.61 -0.76 0.208
H -2.003 1.631 -1.181 -0.29 0.78 -2.09 0.224
H -0.804 2.893 0.381 -0.05 1.66 -0.12 0.238
H -0.683 1.580 1.525 0.01 0.10 0.12 0.228
H 1.081 -0.084 1.629 -1.16 1.23 -0.81 0.263
H -1.602 -3.084 -1.585 0.75 -0.22 2.46 0.269
H -1.530 -3.701 0.303 0.45 0.20 -1.13 0.263
H -0.222 -2.557 -0.413 -0.33 -0.99 -0.16 0.251
H 0.735 1.460 -1.031 0.10 0.06 1.05 0.478
H 1.443 2.326 0.360 -2.06 -2.27 -1.18 0.468
```
Positions in Å, forces in eV/Å.

=====

Below is a 2-piece molecular cluster, C5H10ClF overall at a distorted geometry, with properties calculated with ωB97M-V/def2-TZVPD.

The calculation puts the orbital gap at 9.93 eV. The value obtained for the energy relative to the best compared isomer or geometry (same formula, charge and spin) is 101.0 kJ/mol. The calculation puts the HOMO energy at -8.96 eV. For the largest force on an atom, the calculation gives 4.4 eV/Å. Its energy is -756.5098 a.u.

```
17
Properties=species:S:1:pos:R:3:forces:R:3:nbo_charge:R:1
C -0.394 -2.364 1.278 0.10 0.12 0.11 -0.612
C -0.081 2.253 -1.546 0.04 -0.02 -0.07 -0.662
C 0.444 -1.121 0.956 -0.36 -0.25 -0.02 -0.490
C 0.691 1.605 -0.452 -1.64 -3.68 0.82 -0.320
C -0.303 -0.229 0.010 1.94 3.90 -0.81 0.359
F -1.466 0.219 0.553 -0.22 -0.22 0.12 -0.368
Cl -0.631 -0.955 -1.545 -0.11 -0.28 -0.24 -0.048
H -0.500 -2.995 0.400 -0.01 -0.07 -0.03 0.216
H -1.388 -2.065 1.609 0.00 -0.06 0.03 0.216
H 0.073 -2.940 2.072 0.04 -0.09 0.05 0.213
H -0.297 1.538 -2.340 -0.01 0.05 -0.04 0.225
H -1.015 2.669 -1.181 -0.12 0.06 -0.01 0.216
H 0.514 3.055 -1.985 -0.04 0.13 -0.05 0.219
H 0.637 -0.561 1.873 0.05 0.10 -0.09 0.223
H 1.396 -1.407 0.508 0.02 0.12 0.00 0.225
H 1.662 1.222 -0.728 0.25 0.07 0.01 0.192
H 0.657 2.076 0.517 0.09 0.14 0.21 0.197
```
Positions in Å, forces in eV/Å.

=====

Below is C5H10ClFInNOP as an isolated structure at a distorted geometry, with properties calculated with ωB97M-V/def2-TZVPD.

The calculation puts the orbital gap at 7.41 eV. The calculation puts the HOMO energy at -4.26 eV. For the largest force on an atom, the calculation gives 7.1 eV/Å. As for the charge: -1. Its energy is -1418.0186 a.u.

```
21
Properties=species:S:1:pos:R:3:forces:R:3:mulliken_charge:R:1
C 2.487 -3.409 -0.781 -3.07 3.90 3.43 -0.520
C 1.804 -2.378 -0.295 3.70 -5.56 -2.50 -0.242
In 0.740 -0.581 0.656 0.34 -1.30 0.18 0.840
F 1.208 -0.714 2.726 -0.24 0.26 -1.32 -0.742
C -1.497 -0.785 0.506 -0.65 0.75 -0.07 -0.490
Cl -1.860 -2.601 0.293 0.02 0.81 0.25 -0.274
C -2.192 0.022 -0.705 -1.38 -0.20 0.82 -0.327
C -3.173 1.135 -0.013 0.53 0.06 -0.01 -1.035
P 1.693 1.623 -0.142 0.43 1.43 -0.27 0.192
N 3.269 1.774 0.729 -0.48 -1.77 -0.15 -0.712
O 2.114 1.591 -1.831 0.22 0.84 1.13 -0.539
H 2.997 -4.445 -0.766 -1.11 2.39 -0.34 0.269
H -2.000 -0.459 1.498 0.76 -0.80 -1.68 0.340
H -2.883 -0.725 -1.272 1.26 1.34 0.85 0.244
H -1.470 0.481 -1.466 -0.91 -0.57 1.26 0.284
H -3.597 1.869 -0.789 0.50 -1.13 1.16 0.304
H -2.611 1.764 0.790 -0.78 -1.09 -1.48 0.248
H -4.025 0.596 0.548 1.27 0.81 -1.03 0.296
H 3.717 0.828 0.685 -0.20 1.11 0.14 0.281
H 3.028 1.878 1.737 0.09 0.10 -0.91 0.281
H 2.252 2.536 -2.109 -0.29 -1.39 0.55 0.301
```
Positions in Å, forces in eV/Å.

=====

Below is a 2-piece molecular cluster, C5H10ClFS overall at a distorted geometry, with properties calculated with ωB97M-V/def2-TZVPD.

The calculation puts the orbital gap at 9.59 eV. The calculation puts the HOMO energy at -8.70 eV. For the largest force on an atom, the calculation gives 4.0 eV/Å. Its energy is -1154.6421 a.u. As for the structure (SMILES): F/C=C/Cl.CCSC.

```
18
Properties=species:S:1:pos:R:3:forces:R:3:nbo_charge:R:1
F -0.592 2.164 0.126 -0.30 1.14 -0.08 -0.329
C -0.970 0.918 -0.148 -1.05 0.59 -1.41 0.193
C -2.212 0.544 -0.098 -0.89 0.08 0.72 -0.328
Cl -2.606 -1.097 -0.255 -0.17 -1.01 -0.38 0.015
H -0.166 0.283 -0.362 0.04 -0.68 -1.18 0.200
H -3.013 1.112 0.316 -0.29 0.66 -0.09 0.226
C 0.592 -0.035 1.480 -1.08 -1.26 3.42 -0.639
C 1.921 -0.671 1.119 0.05 1.11 1.79 -0.571
S 2.019 -0.901 -0.608 1.03 -0.28 -0.83 0.219
C 2.107 0.854 -1.026 -0.30 0.64 3.89 -0.727
H 0.464 0.981 1.108 0.90 -0.67 0.50 0.215
H 0.564 0.145 2.590 0.15 -0.33 -0.63 0.216
H -0.336 -0.676 1.289 1.59 0.71 0.24 0.218
H 2.235 -1.557 1.688 -0.69 -0.04 -0.32 0.238
H 2.620 0.107 1.480 0.36 -0.45 -0.60 0.211
H 2.719 1.502 -0.258 -0.74 -1.53 -1.58 0.217
H 1.087 1.212 -0.918 0.60 0.59 -0.94 0.203
H 2.510 0.838 -1.964 0.80 0.72 -2.51 0.225
```
Positions in Å, forces in eV/Å.

=====

Below is a 2-piece molecular cluster, C5H10ClN overall at a distorted geometry, with properties calculated with ωB97M-V/def2-TZVPD.

The calculation puts the orbital gap at 9.39 eV. The value obtained for the energy relative to the best compared isomer or geometry (same formula, charge and spin) is 239.5 kJ/mol. The calculation puts the HOMO energy at -8.55 eV. For the largest force on an atom, the calculation gives 4.5 eV/Å. Its energy is -711.3642 a.u. As for the structure (SMILES): C=C(N)Cl.C=CC.

```
17
Properties=species:S:1:pos:R:3:forces:R:3:nbo_charge:R:1
C -0.223 -2.129 0.611 -1.62 0.32 4.19 -0.571
C 0.420 -2.173 -0.513 -0.46 -1.39 -2.92 0.201
N 1.652 -1.747 -0.852 2.20 2.03 2.90 -0.838
Cl -0.340 -2.916 -1.939 -0.04 -0.04 0.35 -0.054
H -1.163 -2.599 0.980 0.60 0.21 -1.65 0.241
H 0.131 -1.623 1.537 0.66 -0.17 -1.10 0.206
H 2.144 -1.354 0.000 -0.49 -0.68 -1.86 0.391
H 2.219 -1.879 -1.675 -0.84 -0.28 0.07 0.425
C -0.880 1.422 1.458 -1.78 1.30 -0.51 -0.429
C -1.031 2.116 0.266 -0.92 -1.63 1.37 -0.173
C 0.029 2.031 -0.766 0.76 0.95 -0.67 -0.659
H -0.059 0.784 1.881 -0.25 1.08 -1.27 0.201
H -1.701 1.440 2.213 0.41 0.08 -0.84 0.195
H -2.006 2.580 -0.167 1.51 -0.75 1.72 0.210
H -0.245 1.221 -1.484 0.53 0.47 0.44 0.229
H 0.097 3.016 -1.383 0.20 -1.67 1.15 0.213
H 0.956 1.808 -0.168 -0.46 0.18 -1.36 0.213
```
Positions in Å, forces in eV/Å.

=====

Below is one molecule with the formula C5H10ClN at a distorted geometry, with properties calculated with ωB97M-V/def2-TZVPD.

The calculation puts the orbital gap at 10.30 eV. The value obtained for the energy relative to the best compared isomer or geometry (same formula, charge and spin) is 417.5 kJ/mol. The calculation puts the HOMO energy at -9.26 eV. For the largest force on an atom, the calculation gives 4.4 eV/Å. Its energy is -711.2965 a.u. As for the structure (SMILES): ClCCN1CCC1.

```
17
Properties=species:S:1:pos:R:3:forces:R:3:nbo_charge:R:1
Cl 1.775 2.490 -1.196 -0.51 -1.22 1.75 -0.092
C 1.268 1.662 0.419 1.81 1.99 3.54 -0.360
C 1.221 0.083 0.532 1.72 2.25 1.38 -0.263
N 0.155 -0.227 -0.420 1.41 -3.30 2.31 -0.431
C -0.411 -1.740 -0.681 3.34 1.03 2.57 -0.228
C -1.703 -0.954 -0.802 -2.64 -0.81 1.93 -0.427
C -1.141 0.251 0.135 0.20 -2.36 -1.37 -0.242
H 1.941 2.172 1.377 -1.13 -1.64 -3.06 0.217
H 0.323 2.132 0.760 0.34 -0.45 -0.97 0.206
H 2.310 -0.261 0.504 -1.58 -0.15 -1.34 0.225
H 1.084 -0.104 1.694 -0.73 0.21 -1.99 0.178
H 0.214 -2.178 -1.466 -0.94 0.34 -0.58 0.210
H -0.188 -2.623 0.207 -1.25 2.95 -1.71 0.176
H -2.617 -1.632 -0.372 1.66 2.24 -1.61 0.212
H -1.732 -0.419 -1.753 -0.82 -1.00 -0.30 0.238
H -1.139 1.312 -0.150 -1.41 -0.44 0.15 0.206
H -1.361 0.037 1.213 0.54 0.35 -0.71 0.175
```
Positions in Å, forces in eV/Å.